This record from the Open Molecules 2025 dataset describes a structure of composition AlBH6O at a distorted geometry. The level of theory is the ωB97M-V functional and the def2-TZVPD basis.

The geometry in ORCA input format:
```
! RIJCOSX wB97M-V def2-TZVPD def2/J DEFGRID3
* xyz 2 1
Al -1.190 -1.577 -1.400
B 1.199 -0.649 0.721
H 0.056 -0.377 0.615
H 1.422 -1.716 0.178
H 1.841 0.362 0.457
H 1.732 -0.798 1.836
O -1.612 1.213 -0.904
H -2.399 1.557 -0.456
H -1.048 1.985 -1.047
*
```

Summary:
Frontier orbital gap   4.1534 eV
E_HOMO   -20.40 eV
Calculated total energy   -9390.9231 eV



This record from the Open Molecules 2025 dataset describes a cluster of 2 separate species, CH3F2NO in total at a distorted geometry. The level of theory is the ωB97M-V functional and the def2-TZVPD basis.

The geometry in ORCA input format:
```
! RIJCOSX wB97M-V def2-TZVPD def2/J DEFGRID3
* xyz 0 1
C 0.621 0.043 0.054
N -1.534 -0.372 0.033
O 0.984 1.150 -0.569
F 0.898 0.183 1.368
F 1.125 -1.119 -0.348
H -1.815 0.285 0.662
H -1.438 -1.310 0.400
H 1.158 1.140 -1.598
*
```

Summary:
Frontier orbital gap   9.7821 eV
E_HOMO   -9.55 eV
Calculated total energy   -10055.4691 eV



This record from the Open Molecules 2025 dataset describes a structure of composition C21H48InO6. The level of theory is the ωB97M-V functional and the def2-TZVPD basis.

The geometry in ORCA input format:
```
! RIJCOSX wB97M-V def2-TZVPD def2/J DEFGRID3
* xyz -1 1
C 1.426 -0.694 -1.756
C 1.467 0.463 -2.075
C 1.424 1.880 -2.443
C 0.425 2.139 -3.583
C -0.057 3.605 -3.728
In 0.941 5.191 -2.494
C 0.605 4.842 -0.281
O -0.776 4.601 0.062
C -1.084 3.276 -0.206
O -2.406 3.003 0.174
C -3.310 3.015 -0.909
C -3.182 1.793 -1.818
O -4.332 0.951 -1.660
H 1.374 -1.612 -1.219
H 1.135 2.422 -1.545
H 2.430 2.190 -2.728
H 0.868 1.775 -4.510
H -0.434 1.493 -3.387
H 0.092 3.916 -4.764
H -1.138 3.620 -3.583
H 0.099 6.728 -2.878
H 2.675 5.386 -2.850
H 1.221 4.029 0.130
H 0.906 5.742 0.252
H -0.428 2.606 0.367
H -0.945 3.083 -1.279
H -3.195 3.929 -1.497
H -4.318 3.014 -0.498
H -3.074 2.106 -2.858
H -2.285 1.245 -1.530
H -4.051 0.063 -1.897
C -0.874 -2.474 2.332
C 0.570 -2.950 2.336
O 1.506 -1.957 1.966
C 1.541 -0.797 2.780
C 1.891 -1.077 4.233
H -1.142 -2.077 1.352
H -1.540 -3.305 2.567
H -1.050 -1.690 3.069
H 0.693 -3.742 1.596
H 0.830 -3.384 3.310
H 0.597 -0.248 2.707
H 2.309 -0.160 2.342
H 1.143 -1.701 4.724
H 1.955 -0.138 4.785
H 2.853 -1.587 4.302
C -7.163 -4.540 -0.953
C -5.677 -4.253 -1.099
O -5.359 -2.879 -1.184
C -5.727 -2.079 -0.072
C -5.079 -2.503 1.235
H -7.719 -4.098 -1.781
H -7.336 -5.617 -0.951
H -7.568 -4.138 -0.024
H -5.314 -4.686 -2.031
H -5.114 -4.731 -0.288
H -6.817 -2.041 0.030
H -5.403 -1.071 -0.326
H -5.387 -3.504 1.544
H -5.359 -1.809 2.028
H -3.992 -2.500 1.140
C 7.745 0.354 1.914
C 7.655 -0.772 0.898
O 6.681 -1.750 1.201
C 5.341 -1.286 1.288
C 4.817 -0.645 0.017
H 7.944 -0.045 2.910
H 8.553 1.036 1.643
H 6.825 0.937 1.962
H 8.601 -1.314 0.871
H 7.495 -0.366 -0.108
H 5.233 -0.600 2.137
H 4.742 -2.166 1.520
H 5.374 0.254 -0.254
H 3.772 -0.360 0.142
H 4.882 -1.342 -0.819
*
```

Summary:
Frontier orbital gap   6.5554 eV
E_HOMO   -4.29 eV
Calculated total energy   -40008.7865 eV



This record from the Open Molecules 2025 dataset describes a cluster of 11 separate species, C52H109BBr4N6O24 in total at a distorted geometry. The level of theory is the ωB97M-V functional and the def2-TZVPD basis.

The geometry in ORCA input format:
```
! RIJCOSX wB97M-V def2-TZVPD def2/J DEFGRID3
* xyz 0 1
C -3.251 -0.677 1.816
C -1.810 -0.161 1.622
C -1.635 0.509 0.199
N -0.182 0.922 -0.172
C 0.479 1.768 0.987
C -0.180 1.824 -1.470
C 1.242 1.591 -1.987
C 1.875 0.378 -1.174
C 0.743 -0.228 -0.499
H -3.547 -1.402 1.059
H -3.942 0.139 1.606
H -3.436 -1.045 2.826
H -1.199 -1.032 1.856
H -1.345 0.481 2.370
H -2.060 1.512 0.237
H -2.045 -0.122 -0.590
H 0.664 1.035 1.772
H -0.280 2.486 1.297
H 1.328 2.339 0.611
H -0.296 2.899 -1.335
H -0.980 1.300 -1.994
H 1.907 2.451 -1.909
H 1.144 1.328 -3.040
H 2.788 0.569 -0.609
H 2.077 -0.389 -1.921
H 0.900 -0.778 0.429
H 0.176 -0.878 -1.164
O -0.024 10.437 -8.489
C -1.093 9.942 -8.257
O -1.399 8.648 -8.061
B -2.849 8.530 -7.750
O -3.413 9.896 -7.719
C -2.437 10.703 -7.932
O -2.474 11.959 -7.695
O -2.984 7.802 -6.579
C -3.698 6.749 -6.747
O -3.869 5.889 -5.949
C -4.222 6.750 -8.145
O -3.692 7.739 -8.742
O -4.890 5.848 -8.608
C 3.628 -3.687 5.164
O 4.235 -2.555 5.706
C 3.838 -2.309 7.134
C 2.919 -1.199 7.258
N 3.396 0.019 6.705
C 4.001 0.944 7.708
C 4.516 2.244 7.079
O 5.787 1.991 6.425
C 6.801 2.910 6.861
H 2.590 -3.578 5.480
H 4.054 -4.605 5.568
H 3.883 -3.714 4.104
H 4.643 -2.201 7.861
H 3.579 -3.193 7.717
H 2.606 -1.097 8.297
H 2.046 -1.568 6.718
H 4.131 -0.220 6.054
H 4.870 0.621 8.282
H 3.200 1.275 8.369
H 4.583 3.080 7.775
H 3.777 2.625 6.374
H 6.789 2.849 7.949
H 6.609 3.971 6.700
H 7.830 2.651 6.612
C -3.083 1.455 10.159
O -3.252 0.852 11.426
C -4.197 -0.231 11.314
C -3.709 -1.371 10.402
N -2.605 -2.206 10.942
C -3.234 -3.287 11.715
C -2.159 -4.149 12.399
O -1.479 -3.366 13.337
C -0.172 -3.837 13.654
H -4.076 1.468 9.710
H -2.330 1.056 9.479
H -2.645 2.450 10.242
H -5.142 0.095 10.878
H -4.556 -0.548 12.293
H -3.365 -1.046 9.421
H -4.527 -2.058 10.182
H -2.075 -1.580 11.531
H -3.997 -3.845 11.172
H -3.727 -2.766 12.536
H -1.563 -4.601 11.606
H -2.397 -4.939 13.111
H 0.528 -3.780 12.820
H -0.130 -4.840 14.076
H 0.348 -3.236 14.400
C -12.097 2.328 1.408
O -10.815 3.091 1.421
C -9.810 2.443 2.199
C -10.173 1.941 3.532
N -10.854 0.655 3.436
C -11.586 0.368 4.677
C -10.580 -0.441 5.581
O -10.156 -1.668 4.863
C -9.627 -2.723 5.665
H -12.748 2.809 0.677
H -12.479 2.449 2.422
H -12.021 1.266 1.175
H -8.923 3.066 2.310
H -9.480 1.534 1.697
H -10.624 2.722 4.144
H -9.345 1.713 4.204
H -10.111 -0.029 3.458
H -12.446 -0.237 4.389
H -12.077 1.291 4.985
H -11.052 -0.551 6.557
H -9.654 0.064 5.854
H -9.944 -3.723 5.367
H -9.883 -2.595 6.717
H -8.567 -2.977 5.672
C 1.624 -3.998 -9.309
O 2.589 -3.061 -8.806
C 3.948 -3.382 -8.647
C 4.707 -3.825 -9.977
N 4.762 -2.792 -10.984
C 5.145 -3.274 -12.314
C 4.815 -2.112 -13.231
O 3.522 -1.409 -13.014
C 2.307 -2.100 -13.068
H 1.720 -5.039 -9.001
H 1.605 -3.896 -10.395
H 0.640 -3.696 -8.953
H 4.067 -4.258 -8.009
H 4.522 -2.588 -8.168
H 4.158 -4.668 -10.397
H 5.683 -4.111 -9.585
H 3.941 -2.222 -11.128
H 4.536 -4.109 -12.661
H 6.153 -3.684 -12.363
H 4.902 -2.247 -14.309
H 5.620 -1.390 -13.096
H 1.718 -1.943 -12.165
H 2.375 -3.165 -13.290
H 1.848 -1.538 -13.882
C 13.932 -5.904 -3.630
O 13.947 -5.984 -5.025
C 12.722 -6.361 -5.604
C 11.676 -5.200 -5.776
N 11.029 -4.934 -4.453
C 10.780 -3.524 -4.100
C 9.763 -3.381 -2.986
O 10.299 -3.889 -1.726
C 9.399 -3.969 -0.574
H 13.015 -6.254 -3.157
H 13.827 -4.852 -3.363
H 14.796 -6.364 -3.149
H 12.274 -7.189 -5.054
H 12.925 -6.784 -6.588
H 10.800 -5.373 -6.402
H 12.123 -4.323 -6.243
H 11.646 -5.354 -3.773
H 10.186 -3.093 -4.907
H 11.706 -2.961 -3.983
H 8.830 -3.926 -3.125
H 9.669 -2.305 -2.845
H 9.236 -2.922 -0.319
H 9.746 -4.699 0.156
H 8.434 -4.421 -0.805
Br -8.844 -0.955 -3.912
C -9.828 -0.773 -5.608
C -11.366 -0.710 -5.406
Br -12.167 -0.424 -7.194
H -9.725 -1.688 -6.191
H -9.438 0.010 -6.259
H -11.641 0.055 -4.680
H -11.630 -1.702 -5.039
Br 7.048 12.159 1.784
C 6.271 10.516 1.012
C 5.851 10.722 -0.454
Br 5.792 8.939 -1.492
H 5.323 10.306 1.508
H 7.123 9.842 1.097
H 6.416 11.468 -1.013
H 4.813 10.988 -0.654
C -3.855 9.551 -0.785
C -3.486 10.879 -0.022
O -2.197 10.753 0.117
C -1.696 9.481 -0.026
O -0.551 9.113 0.178
O -2.695 8.703 -0.583
H -4.148 9.586 -1.835
H -4.678 9.119 -0.215
H -3.894 10.955 0.985
H -3.658 11.772 -0.623
C -3.920 -7.985 -3.933
C -2.918 -8.996 -4.029
O -1.775 -8.401 -3.342
C -2.256 -7.430 -2.561
O -1.648 -6.741 -1.763
O -3.530 -7.133 -2.877
H -4.898 -8.445 -3.787
H -3.882 -7.442 -4.877
H -2.602 -9.133 -5.063
H -3.186 -9.936 -3.547
*
```

Summary:
Frontier orbital gap   7.1257 eV
E_HOMO   -8.11 eV
Calculated total energy   -394605.6964 eV



This record from the Open Molecules 2025 dataset describes a structure of composition C24H33BrClN5OTeY at a distorted geometry. The level of theory is the ωB97M-V functional and the def2-TZVPD basis.

The geometry in ORCA input format:
```
! RIJCOSX wB97M-V def2-TZVPD def2/J DEFGRID3
* xyz 1 1
Y 0.060 -0.099 -0.054
C 2.873 1.206 1.429
N 2.673 0.435 0.190
C 3.590 -0.712 0.230
C 3.044 1.270 -0.971
C 2.050 2.395 -1.249
N 0.709 1.905 -1.615
C -0.242 3.019 -1.448
C 0.692 1.530 -3.038
H 3.867 1.668 1.450
H 2.792 0.547 2.294
H 2.118 1.986 1.520
H 4.631 -0.379 0.331
H 3.508 -1.301 -0.687
H 3.354 -1.362 1.074
H 3.116 0.619 -1.848
H 4.034 1.721 -0.806
H 2.463 3.026 -2.049
H 1.954 3.020 -0.360
H 0.058 3.885 -2.050
H -0.295 3.316 -0.402
H -1.238 2.702 -1.754
H 0.970 2.386 -3.668
H -0.310 1.208 -3.322
H 1.388 0.713 -3.234
Br 6.742 1.825 4.884
C 4.944 1.900 5.502
C 4.590 1.250 6.677
C 3.287 1.318 7.120
C 2.316 1.997 6.375
C 2.691 2.642 5.188
C 4.004 2.610 4.770
N 1.070 2.147 6.956
N -0.008 2.185 6.376
C -0.236 1.877 5.055
C -1.002 2.782 4.330
C -1.194 2.642 2.970
C -0.688 1.540 2.275
O -0.787 1.433 0.982
C -0.052 0.503 3.041
N 0.288 -0.632 2.372
C 0.828 -1.623 3.054
C 1.074 -1.564 4.430
C 0.762 -0.418 5.119
C 0.188 0.666 4.433
H 5.328 0.713 7.249
H 2.988 0.845 8.042
H 1.966 3.214 4.624
H 4.308 3.139 3.879
H -1.371 3.658 4.841
H -1.734 3.391 2.414
H 1.069 -2.528 2.501
H 1.488 -2.421 4.934
H 0.929 -0.356 6.184
Cl -1.191 -1.366 -2.569
C -1.885 -0.648 -1.066
H -2.489 -1.449 -0.624
H -2.567 0.131 -1.420
C 1.340 -3.690 -2.499
Te 0.981 -3.098 -0.458
C -0.932 -4.086 -0.362
H 1.491 -4.764 -2.530
H 2.235 -3.193 -2.853
H 0.495 -3.416 -3.123
H -1.472 -3.914 -1.288
H -1.483 -3.676 0.478
H -0.789 -5.153 -0.218
*
```

Summary:
Frontier orbital gap   6.8787 eV
E_HOMO   -10.05 eV
Calculated total energy   -125817.7449 eV



This record from the Open Molecules 2025 dataset describes an isolated molecule of C26H31N5O5S at a distorted geometry. The level of theory is the ωB97M-V functional and the def2-TZVPD basis.

The geometry in ORCA input format:
```
! RIJCOSX wB97M-V def2-TZVPD def2/J DEFGRID3
* xyz 0 1
C -7.550 2.392 -2.909
C -6.679 1.849 -1.781
N -5.432 2.591 -1.669
C -4.311 2.087 -2.434
C -3.614 0.920 -1.734
C -5.436 3.685 -0.885
O -6.416 4.031 -0.251
C -4.153 4.524 -0.798
N -3.074 3.838 -0.115
C -3.268 3.409 1.155
N -2.387 2.820 1.884
C -1.176 2.651 1.317
S 0.159 1.945 2.145
C 1.174 2.165 0.734
C 2.639 1.926 0.818
O 3.417 2.808 0.492
N 3.055 0.745 1.323
C 2.274 -0.461 1.457
C 2.819 -1.537 0.513
N 4.221 -1.775 0.793
C 4.740 -2.912 0.054
C 4.150 -4.200 0.565
C 3.678 -5.168 -0.306
C 3.151 -6.376 0.149
C 3.112 -6.567 1.508
C 3.579 -5.592 2.393
C 4.103 -4.407 1.948
O 3.420 -6.036 3.679
C 2.850 -7.323 3.579
O 2.650 -7.644 2.219
C 4.979 -0.558 0.570
C 4.470 0.520 1.524
C 0.516 2.761 -0.306
C 1.130 3.067 -1.628
C -0.845 3.031 0.019
C -1.849 3.670 -0.794
O -1.737 4.047 -1.946
H -7.808 3.428 -2.706
H -8.466 1.812 -2.981
H -7.029 2.341 -3.863
H -6.444 0.797 -1.949
H -7.211 1.949 -0.832
H -4.691 1.751 -3.404
H -3.590 2.881 -2.624
H -2.742 0.621 -2.310
H -3.289 1.202 -0.736
H -4.278 0.064 -1.643
H -4.417 5.429 -0.242
H -3.788 4.810 -1.788
H -4.249 3.577 1.576
H 1.229 -0.268 1.220
H 2.349 -0.819 2.489
H 2.270 -2.467 0.669
H 2.668 -1.210 -0.534
H 4.559 -2.818 -1.031
H 5.824 -2.937 0.210
H 3.721 -4.991 -1.370
H 2.790 -7.128 -0.531
H 4.461 -3.652 2.626
H 1.884 -7.340 4.107
H 3.526 -8.063 4.037
H 6.033 -0.754 0.776
H 4.886 -0.199 -0.470
H 4.989 1.464 1.353
H 4.624 0.191 2.556
H 1.015 2.214 -2.298
H 2.188 3.280 -1.508
H 0.625 3.915 -2.081
*
```

Summary:
Frontier orbital gap   8.3292 eV
SMILES string   CCN(CC)C(=O)Cn1cnc2sc(C(=O)N3CCN(Cc4ccc5c(c4)OCO5)CC3)c(C)c2c1=O
E_HOMO   -8.22 eV
Calculated total energy   -55989.5185 eV



This record from the Open Molecules 2025 dataset describes a cluster of 8 separate species, C4H22NO10 in total at a distorted geometry. The level of theory is the ωB97M-V functional and the def2-TZVPD basis.

The geometry in ORCA input format:
```
! RIJCOSX wB97M-V def2-TZVPD def2/J DEFGRID3
* xyz -1 1
C -2.028 -0.669 0.091
C -0.499 -0.687 0.053
C -0.013 -1.530 -1.165
O 0.578 -2.763 -0.740
N 0.015 0.675 -0.005
C 1.029 1.175 0.840
O 1.571 0.356 1.646
O 1.319 2.379 0.699
H -2.455 -0.262 -0.825
H -2.422 -1.689 0.146
H -2.395 -0.084 0.933
H -0.095 -1.160 0.943
H 0.728 -0.982 -1.756
H -0.834 -1.814 -1.830
H 1.434 -2.542 -0.306
H -0.528 1.358 -0.494
H -1.295 2.010 2.196
H -1.256 1.012 3.361
O -1.826 1.699 2.939
H 2.931 -2.324 1.483
H 2.344 -1.042 0.947
O 2.749 -1.905 0.645
H -0.452 -1.178 3.231
H 0.588 -0.070 2.888
O -0.062 -0.353 3.583
H 1.786 1.193 -2.491
H 0.809 1.749 -3.570
O 1.760 1.565 -3.393
H -0.598 2.845 -2.615
H -1.327 1.489 -2.737
O -0.967 2.196 -3.272
H -1.180 -3.475 1.652
H -0.582 -3.674 0.245
O -1.197 -4.064 0.910
H 0.760 3.213 -0.672
H 1.203 3.726 -2.043
O 0.409 3.630 -1.518
*
```

Summary:
Frontier orbital gap   9.4770 eV
E_HOMO   -6.57 eV
Calculated total energy   -26474.8270 eV



> Number 7 is which compound?

C4H22NO10



> frontier orbital gap of number 3 (C21H48InO6)?

6.5554 eV



Please write out number 5 again, unchanged.
This record from the Open Molecules 2025 dataset describes a structure of composition C24H33BrClN5OTeY at a distorted geometry. The level of theory is the ωB97M-V functional and the def2-TZVPD basis.

The geometry in ORCA input format:
```
! RIJCOSX wB97M-V def2-TZVPD def2/J DEFGRID3
* xyz 1 1
Y 0.060 -0.099 -0.054
C 2.873 1.206 1.429
N 2.673 0.435 0.190
C 3.590 -0.712 0.230
C 3.044 1.270 -0.971
C 2.050 2.395 -1.249
N 0.709 1.905 -1.615
C -0.242 3.019 -1.448
C 0.692 1.530 -3.038
H 3.867 1.668 1.450
H 2.792 0.547 2.294
H 2.118 1.986 1.520
H 4.631 -0.379 0.331
H 3.508 -1.301 -0.687
H 3.354 -1.362 1.074
H 3.116 0.619 -1.848
H 4.034 1.721 -0.806
H 2.463 3.026 -2.049
H 1.954 3.020 -0.360
H 0.058 3.885 -2.050
H -0.295 3.316 -0.402
H -1.238 2.702 -1.754
H 0.970 2.386 -3.668
H -0.310 1.208 -3.322
H 1.388 0.713 -3.234
Br 6.742 1.825 4.884
C 4.944 1.900 5.502
C 4.590 1.250 6.677
C 3.287 1.318 7.120
C 2.316 1.997 6.375
C 2.691 2.642 5.188
C 4.004 2.610 4.770
N 1.070 2.147 6.956
N -0.008 2.185 6.376
C -0.236 1.877 5.055
C -1.002 2.782 4.330
C -1.194 2.642 2.970
C -0.688 1.540 2.275
O -0.787 1.433 0.982
C -0.052 0.503 3.041
N 0.288 -0.632 2.372
C 0.828 -1.623 3.054
C 1.074 -1.564 4.430
C 0.762 -0.418 5.119
C 0.188 0.666 4.433
H 5.328 0.713 7.249
H 2.988 0.845 8.042
H 1.966 3.214 4.624
H 4.308 3.139 3.879
H -1.371 3.658 4.841
H -1.734 3.391 2.414
H 1.069 -2.528 2.501
H 1.488 -2.421 4.934
H 0.929 -0.356 6.184
Cl -1.191 -1.366 -2.569
C -1.885 -0.648 -1.066
H -2.489 -1.449 -0.624
H -2.567 0.131 -1.420
C 1.340 -3.690 -2.499
Te 0.981 -3.098 -0.458
C -0.932 -4.086 -0.362
H 1.491 -4.764 -2.530
H 2.235 -3.193 -2.853
H 0.495 -3.416 -3.123
H -1.472 -3.914 -1.288
H -1.483 -3.676 0.478
H -0.789 -5.153 -0.218
*
```

Summary:
Frontier orbital gap   6.8787 eV
E_HOMO   -10.05 eV
Calculated total energy   -125817.7449 eV